Version 1
CHN3O3S | ωB97M-V/def2-TZVPD

The geometry in XYZ format:
```
9
Properties=species:S:1:pos:R:3:lowdin_charge:R:1
N 2.799 1.595 0.302 0.2285
C 1.859 0.925 0.141 -0.1378
N 0.761 0.137 -0.151 -0.2879
O 0.928 -1.162 -0.277 0.0653
N -0.269 0.810 -0.372 0.0032
S -1.724 0.144 0.391 0.8205
O -2.852 0.302 -0.482 -0.3813
O -1.371 -1.296 0.454 -0.3837
H -0.133 -1.457 -0.007 0.0733
```

The calculation puts the gap between HOMO and LUMO (alpha / beta) at 7.80 / 7.80 eV. Its SMILES is N#CN(O)N=S(=O)=O. The calculation puts the LUMO energy (alpha / beta) at -2.930 / -2.930 eV.

***

Version 2
CHN3O3S | ωB97M-V/def2-TZVPD

The geometry in XYZ format:
```
9
Properties=species:S:1:pos:R:3:lowdin_charge:R:1
C -0.407 0.496 -2.135 -0.5463
N -2.166 -1.959 0.191 0.0217
N -0.113 -0.077 0.900 -0.3968
N -2.241 -1.041 0.794 -0.0407
O -0.047 -0.533 -2.431 0.2170
O -0.814 1.536 -1.905 0.1860
O 2.315 0.701 1.596 -0.4718
S 0.943 0.837 0.615 0.9132
H 2.530 0.039 2.375 0.1176
```

The calculation puts the gap between HOMO and LUMO at 10.01 eV. The calculation puts the LUMO energy at -0.676 eV.

***

Stability order, top to bottom: version 2, version 1

***

Version 1
ClHIOPS | ωB97M-V/def2-TZVPD

The geometry in XYZ format:
```
6
Properties=species:S:1:pos:R:3:lowdin_charge:R:1
O -0.258 -2.030 -1.944 -0.4699
P -0.006 -0.949 -1.020 -0.1257
S -0.848 0.792 -1.270 0.1871
I 1.128 -1.618 1.083 0.4567
Cl 0.346 1.640 1.203 0.2836
H -0.362 2.164 1.947 -0.3319
```

The calculation puts the gap between HOMO and LUMO at 7.53 eV. Its SMILES is O=P(=S)I.Cl. The calculation puts the LUMO energy at -1.809 eV.

***

Version 2
ClHIOPS | ωB97M-V/def2-TZVPD

The geometry in XYZ format:
```
6
Properties=species:S:1:pos:R:3:lowdin_charge:R:1
O -1.872 0.854 0.128 -0.4882
P -0.602 1.561 0.378 -0.1490
S 0.577 2.164 -1.064 0.1973
I 0.206 1.393 2.717 0.4380
Cl 1.379 -3.376 -1.065 0.2222
H 0.312 -2.596 -1.093 -0.2203
```

The calculation puts the gap between HOMO and LUMO at 8.06 eV. Its SMILES is O=P(=S)I.Cl. The calculation puts the LUMO energy at -2.117 eV.

***

Stability order, top to bottom: version 2, version 1

***

Version 1
H16O7S | ωB97M-V/def2-TZVPD

The geometry in XYZ format:
```
24
Properties=species:S:1:pos:R:3:lowdin_charge:R:1
O -2.162 -1.975 0.076 -0.0544
H -2.229 -1.288 0.701 0.0082
H -1.438 -1.504 -0.400 0.0398
O -0.425 -0.375 -2.638 -0.0319
H -0.740 0.113 -1.879 0.0337
H -1.033 -0.512 -3.364 0.0543
O 1.574 0.249 0.929 -0.1181
H 2.542 0.280 1.366 0.1437
H 1.995 -0.138 0.148 -0.0009
O 2.539 2.702 0.711 -0.0759
H 2.087 3.459 0.309 0.0426
H 2.087 2.043 0.153 0.0160
O -1.964 2.746 -0.038 -0.0502
H -1.227 3.236 0.116 -0.0544
H -1.946 2.161 0.763 0.0361
O 2.357 -0.981 -1.687 0.0362
H 2.954 -1.612 -1.725 -0.0320
H 1.714 -0.961 -2.372 0.0149
O -0.478 2.050 2.059 -0.0730
H 0.354 1.567 1.837 0.0219
H -0.152 2.957 2.111 0.0493
S -2.234 -5.359 1.047 0.4504
H -1.637 -4.381 1.728 -0.2377
H -2.538 -4.477 0.048 -0.2184
```

The calculation puts the gap between HOMO and LUMO at 9.32 eV. Its SMILES is O.O.O.O.O.O.O.S. The calculation puts the LUMO energy at 0.023 eV.

***

Version 2
H16O7S | ωB97M-V/def2-TZVPD

The geometry in XYZ format:
```
24
Properties=species:S:1:pos:R:3:lowdin_charge:R:1
O 3.334 -0.857 1.773 0.0569
H 2.837 -0.589 2.463 -0.0339
H 3.217 -1.708 1.638 -0.0449
O -1.109 -1.968 -2.320 -0.0086
H -1.011 -1.010 -2.246 0.0610
H -1.941 -2.297 -2.096 0.0281
O -3.705 1.778 0.823 -0.0345
H -3.655 0.913 1.141 -0.0498
H -3.500 2.276 1.596 0.0161
O -1.210 1.904 -2.317 -0.0447
H -2.102 1.862 -2.657 0.0332
H -1.158 2.703 -1.816 0.0222
O -0.610 -2.194 0.269 0.0001
H -0.577 -2.114 -0.622 -0.0646
H -0.707 -3.064 0.616 0.0563
O -2.532 -0.656 1.235 -0.1057
H -1.703 -0.825 0.696 0.0356
H -2.092 -0.251 2.019 0.0488
O 0.308 -0.718 3.723 -0.0293
H -0.156 -1.542 3.388 0.0761
H -0.089 -0.523 4.511 -0.0236
S 3.243 1.484 -1.871 0.3953
H 2.374 1.504 -2.922 -0.2339
H 2.577 2.622 -1.269 -0.1561
```

The calculation puts the gap between HOMO and LUMO at 9.59 eV. Its SMILES is O.O.O.O.O.O.O.S. The calculation puts the LUMO energy at 0.241 eV.

***

Stability order, top to bottom: version 1, version 2

***

Version 1
C5H11N | ωB97M-V/def2-TZVPD

The geometry in XYZ format:
```
17
Properties=species:S:1:pos:R:3:lowdin_spin:R:1
C 1.403 1.441 2.240 0.0105
N 1.463 0.600 1.064 0.0101
C 0.406 -0.315 0.703 0.0755
C -1.949 -0.741 -2.271 0.0981
C -0.774 -1.194 -1.432 0.3247
C 0.100 -0.321 -0.809 0.3154
H 2.154 2.211 2.086 0.0031
H 0.375 1.793 2.300 0.0021
H 1.617 0.940 3.205 0.0008
H 2.384 0.334 0.718 0.0150
H -0.517 0.003 1.205 0.0194
H 0.621 -1.358 0.968 0.0061
H -1.661 0.228 -2.703 0.0041
H -2.298 -1.420 -3.060 0.0036
H -2.921 -0.518 -1.742 0.0457
H -0.869 -2.248 -1.130 0.0315
H 0.465 0.566 -1.344 0.0343
```

The calculation puts the gap between HOMO and LUMO (alpha / beta) at 3.13 / 6.06 eV. The spin multiplicity is 2. As for the expectation value of S²: 0.75. As for the total charge: -1. The calculation puts the LUMO energy (alpha / beta) at 4.069 / 3.998 eV.

***

Version 2
C5H11N | ωB97M-V/def2-TZVPD

The geometry in XYZ format:
```
17
Properties=species:S:1:pos:R:3:lowdin_spin:R:1
C -0.809 -1.250 -0.593 0.1263
C -0.970 0.225 -0.201 0.1925
C 0.406 0.827 0.102 0.0658
C 0.706 1.374 1.307 0.1282
C 1.278 1.149 -1.091 0.0748
N -0.437 -2.070 0.620 0.0265
H -0.093 -1.292 -1.414 0.0119
H -1.683 -1.776 -0.992 0.0565
H -1.832 0.464 0.422 0.0737
H -1.160 0.746 -1.158 0.0758
H 1.393 2.216 1.327 0.0205
H 0.342 0.916 2.215 0.0299
H 0.711 1.533 -1.967 0.0441
H 2.057 1.859 -0.850 0.0110
H 1.609 0.222 -1.564 0.0055
H -0.954 -2.943 0.514 0.0270
H -0.966 -1.635 1.378 0.0302
```

The calculation puts the gap between HOMO and LUMO (alpha / beta) at 3.09 / 8.96 eV. The spin multiplicity is 2. As for the expectation value of S²: 0.75. As for the total charge: -1. The calculation puts the LUMO energy (alpha / beta) at 4.357 / 4.203 eV.

***

Version 3
C5H11N | ωB97M-V/def2-TZVPD

The geometry in XYZ format:
```
17
Properties=species:S:1:pos:R:3:lowdin_spin:R:1
C 1.617 0.229 0.400 0.0260
C 0.895 0.696 -0.902 0.0394
C -0.554 0.165 -1.079 0.0626
C -2.345 -0.237 0.760 0.2725
C -1.332 0.500 0.163 0.2897
N 1.220 -1.122 0.750 0.0167
H 2.644 0.125 0.040 0.0183
H 1.345 0.892 1.217 0.0060
H 1.533 0.396 -1.736 0.0215
H 0.702 1.764 -0.810 0.0104
H -0.985 0.734 -1.921 0.0425
H -0.653 -0.887 -1.376 0.0188
H -2.749 0.052 1.725 0.0412
H -2.551 -1.270 0.456 0.0776
H -0.979 1.345 0.763 0.0140
H 0.323 -1.543 0.553 0.0341
H 1.870 -1.839 0.996 0.0084
```

The calculation puts the gap between HOMO and LUMO (alpha / beta) at 2.92 / 7.54 eV. The spin multiplicity is 2. As for the expectation value of S²: 0.75. As for the total charge: -1. The calculation puts the LUMO energy (alpha / beta) at 4.469 / 4.294 eV.

***

Version 4
C5H11N | ωB97M-V/def2-TZVPD

The geometry in XYZ format:
```
17
Properties=species:S:1:pos:R:3:lowdin_spin:R:1
C -2.281 0.128 0.322 0.0057
C -1.326 -0.860 -0.202 0.0426
C 0.061 -0.025 -0.325 0.0820
C 0.412 0.592 0.976 0.2381
N 1.554 0.971 0.131 0.5355
C 2.644 -0.054 -0.095 0.0363
H -2.528 0.775 -0.516 -0.0004
H -1.665 0.864 0.910 0.0030
H -3.131 -0.031 0.934 0.0011
H -1.120 -1.713 0.392 0.0036
H -1.714 -1.243 -1.204 0.0024
H -0.173 0.820 -1.024 -0.0025
H 0.621 -0.679 -1.029 0.0159
H -0.006 1.565 1.220 0.0158
H 2.192 -1.042 0.207 0.0025
H 2.907 -0.113 -1.185 0.0020
H 3.554 0.045 0.488 0.0163
```

The calculation puts the gap between HOMO and LUMO (alpha / beta) at 5.82 / 6.10 eV. The spin multiplicity is 2. As for the expectation value of S²: 0.76. As for the total charge: -1. The calculation puts the LUMO energy (alpha / beta) at 4.499 / 4.497 eV.

***

Stability order, top to bottom: version 2, version 3, version 1, version 4